Density functional theory data (ωB97M-V/def2-TZVPD) for C36H28Cl4F15LaN8O2S as an isolated structure.

CARTESIAN COORDINATES (ANGSTROEM)
La (-0.294, 0.159, 0.050)
C (-3.630, -0.636, -1.261)
N (-2.251, -1.080, -1.496)
C (-2.147, -2.450, -0.975)
C (-0.784, -3.099, -1.110)
N (0.334, -2.344, -0.540)
C (1.549, -2.987, -0.644)
C (1.824, -4.107, -1.456)
F (0.898, -4.753, -2.233)
C (3.100, -4.614, -1.605)
F (3.270, -5.658, -2.430)
C (4.193, -4.089, -0.985)
F (5.377, -4.708, -1.190)
C (4.025, -3.090, -0.015)
F (6.267, -2.454, -0.611)
C (2.710, -2.527, 0.081)
F (3.425, -1.460, 2.085)
C (-2.001, -1.035, -2.956)
C (-0.549, -0.948, -3.415)
N (-0.044, 0.383, -3.120)
C (0.929, 0.859, -3.901)
C (1.150, 2.264, -4.049)
F (0.274, 3.125, -3.497)
C (2.181, 2.830, -4.764)
F (2.289, 4.169, -4.825)
C (3.084, 2.050, -5.460)
F (4.101, 2.600, -6.157)
C (2.907, 0.684, -5.400)
F (3.777, -0.111, -6.043)
C (1.883, 0.118, -4.666)
F (1.882, -1.234, -4.617)
H (-4.336, -1.257, -1.835)
H (-3.748, 0.404, -1.562)
H (-3.866, -0.725, -0.205)
H (-2.851, -3.098, -1.520)
H (-2.452, -2.422, 0.072)
H (-0.639, -3.307, -2.170)
H (-0.874, -4.078, -0.622)
H (-2.490, -0.139, -3.340)
H (-2.480, -1.914, -3.416)
H (-0.585, -1.143, -4.495)
H (0.057, -1.740, -2.972)
Cl (0.721, 5.609, 5.453)
C (0.617, 4.154, 4.506)
C (1.367, 3.046, 4.850)
Cl (2.423, 3.090, 6.228)
C (1.260, 1.874, 4.077)
Cl (2.110, 0.436, 4.535)
C (0.465, 1.810, 2.938)
O (0.324, 0.723, 2.224)
C (-0.312, 2.963, 2.565)
O (-1.083, 2.842, 1.535)
C (-0.233, 4.094, 3.385)
Cl (-1.316, 5.420, 3.059)
N (-1.355, -1.543, 2.085)
C (-2.643, -1.443, 2.759)
C (-2.989, 0.036, 2.888)
N (-2.842, 0.715, 1.601)
H (-1.015, -2.496, 2.027)
H (-0.668, -1.017, 2.625)
H (-2.644, -1.897, 3.756)
H (-3.406, -1.955, 2.162)
H (-2.296, 0.482, 3.608)
H (-3.997, 0.138, 3.299)
H (-2.294, 1.579, 1.706)
H (-3.734, 0.987, 1.214)
C (-3.240, 4.890, -0.464)
N (-1.799, 4.877, -0.565)
C (-0.970, 5.937, -0.265)
C (0.283, 5.491, -0.306)
N (0.245, 4.130, -0.633)
C (-1.076, 3.748, -0.800)
S (-1.819, 2.330, -1.316)
C (1.436, 3.371, -0.776)
C (2.662, 4.035, -0.764)
C (3.815, 3.323, -1.027)
C (3.726, 1.983, -1.351)
C (2.476, 1.408, -1.325)
N (1.356, 2.063, -0.984)
H (-3.541, 5.841, -0.026)
H (-3.554, 4.067, 0.175)
H (-3.701, 4.762, -1.443)
H (-1.345, 6.911, -0.005)
H (1.183, 6.020, -0.070)
H (2.733, 5.091, -0.572)
H (4.773, 3.826, -1.004)
H (4.593, 1.387, -1.602)
H (2.355, 0.366, -1.600)
F (2.282, -0.239, 0.710)
C (2.473, -1.580, 1.179)
F (1.328, -1.800, 1.869)
C (5.259, -2.185, 0.255)
F (5.804, -2.195, 1.464)
F (4.924, -0.884, -0.009)
F (4.209, -4.132, 1.542)

Force components x, y, z for each atom (eV/Å):
La -0.413 -0.307 -0.352
C 0.054 -0.024 -0.102
N -0.110 0.080 -0.079
C 0.208 -0.065 0.177
C 0.295 0.069 0.044
N -0.133 0.206 -0.182
C 0.168 -0.013 -0.060
C -0.120 0.078 0.086
F -0.085 0.013 -0.100
C 0.040 0.121 0.064
F 0.022 -0.195 -0.149
C -0.062 0.016 -0.045
F 0.128 -0.040 0.059
C -0.111 0.176 0.151
F -0.130 0.030 0.089
C 0.047 -0.131 -0.044
F 0.128 -0.055 -0.073
C 0.117 -0.071 -0.022
C 0.120 0.153 0.044
N 0.059 -0.083 0.093
C 0.174 -0.140 -0.124
C -0.072 -0.122 0.053
F -0.085 0.080 0.138
C -0.071 -0.075 0.035
F 0.001 0.180 -0.009
C -0.034 -0.029 0.086
F 0.083 0.061 -0.083
C -0.045 -0.046 -0.007
F 0.074 -0.092 -0.060
C -0.035 0.045 0.107
F -0.037 -0.088 0.043
H -0.006 0.006 -0.026
H -0.005 -0.006 0.006
H 0.002 -0.019 0.033
H -0.133 0.004 0.027
H -0.030 0.041 -0.002
H -0.099 -0.097 -0.020
H -0.047 -0.096 -0.026
H -0.040 0.027 0.015
H -0.059 -0.017 0.031
H 0.029 -0.022 -0.081
H -0.024 -0.001 -0.063
Cl -0.028 -0.005 -0.035
C -0.020 -0.121 -0.102
C -0.086 0.033 -0.039
Cl -0.003 -0.017 -0.028
C 0.068 -0.024 -0.050
Cl 0.017 0.026 0.015
C 0.058 -0.120 0.294
O 0.050 0.427 0.478
C -0.279 -0.105 -0.146
O 0.175 0.212 0.219
C 0.125 0.029 0.200
Cl -0.027 0.008 -0.091
N 0.152 -0.062 0.242
C -0.008 0.146 -0.179
C 0.096 -0.110 -0.080
N 0.104 0.126 -0.035
H 0.014 -0.013 -0.084
H 0.092 -0.086 0.062
H -0.026 -0.079 0.060
H -0.005 -0.013 -0.044
H -0.003 0.038 -0.018
H -0.044 0.036 0.054
H -0.001 0.115 -0.050
H -0.046 -0.045 -0.089
C 0.068 -0.040 -0.036
N 0.079 -0.030 -0.086
C -0.284 0.002 0.062
C 0.149 -0.183 0.095
N 0.003 -0.087 0.050
C -0.063 0.236 0.002
S -0.069 0.354 -0.099
C -0.008 0.017 -0.212
C 0.026 0.116 -0.041
C -0.024 0.019 -0.001
C 0.137 -0.078 -0.064
C -0.144 -0.045 -0.083
N 0.062 0.115 0.138
H 0.006 -0.006 -0.009
H 0.018 0.003 0.060
H 0.001 0.013 -0.027
H -0.020 -0.068 -0.004
H -0.022 -0.054 -0.006
H 0.015 0.001 -0.029
H -0.009 0.010 -0.008
H -0.062 0.009 0.017
H -0.020 0.008 0.108
F -0.041 -0.305 -0.098
C -0.228 0.345 0.097
F 0.178 -0.217 0.067
C -0.087 0.026 -0.036
F -0.004 0.000 -0.097
F 0.106 -0.108 0.015
F 0.100 0.000 -0.003

Output
- Calculated total energy: -156353.7127 eV
- Strongest force on any atom: 0.6 eV/Å
- Charge: -2
- Kohn-Sham gap: 5.37 eV